{"formula": "C4H13N3S", "method": "wB97M-V/def2-TZVPD", "homo_ev": -8.648, "relative_energy_kcal_mol": 23.57, "e_lumo_ev": 0.96, "charge": 0, "elements": ["S", "N", "N", "N", "C", "C", "C", "C", "H", "H", "H", "H", "H", "H", "H", "H", "H", "H", "H", "H", "H"], "coordinates": [[0.592, 2.311, -1.557], [-0.621, -1.027, 0.577], [-2.902, -0.766, -0.387], [2.577, 0.800, 0.742], [-0.005, 0.550, -1.255], [0.262, 0.075, 0.164], [-2.027, -0.646, 0.764], [1.728, -0.346, 0.390], [1.615, 2.191, -0.690], [-3.153, 0.119, -0.807], [2.534, 0.984, 1.730], [-0.518, -1.821, -0.034], [-1.991, 0.320, 1.263], [3.543, 0.543, 0.556], [0.070, 0.866, 0.892], [0.478, -0.051, -2.022], [2.109, -0.822, -0.515], [-1.070, 0.589, -1.466], [1.748, -1.113, 1.170], [-2.567, -1.439, -1.059], [-2.402, -1.316, 1.545]], "forces_ev_per_angstrom": [[-0.201, -0.776, 0.286], [0.094, 0.776, 0.045], [-0.416, 0.692, 0.337], [0.460, -0.304, -0.597], [0.249, 1.567, -0.368], [0.169, -0.806, 0.379], [0.703, -1.341, 0.666], [-0.292, -0.084, 0.187], [0.017, 0.107, -0.110], [0.176, -0.228, -0.214], [-0.177, 0.079, 0.314], [-0.076, -0.286, -0.114], [-0.437, 0.360, -0.527], [-0.080, 0.213, 0.010], [-0.106, 0.281, -0.192], [0.014, -0.372, 0.149], [0.123, 0.131, -0.087], [0.046, -0.049, 0.045], [-0.161, -0.009, -0.011], [-0.033, 0.154, -0.088], [-0.073, -0.106, -0.111]]}

***

{"formula": "C4H10N2O", "method": "wB97M-V/def2-TZVPD", "homo_ev": -8.880, "relative_energy_kcal_mol": 48.53, "e_lumo_ev": 0.96, "charge": 0, "elements": ["O", "N", "N", "C", "C", "C", "C", "H", "H", "H", "H", "H", "H", "H", "H", "H", "H"], "coordinates": [[-2.085, 0.500, -1.730], [0.140, 0.961, -0.221], [1.992, -0.681, -0.369], [-0.981, -0.181, 1.625], [1.534, 0.653, -0.680], [-0.746, -0.145, 0.113], [-1.994, -0.163, -0.722], [2.306, -0.861, 0.569], [2.476, -1.135, -1.130], [-0.238, -1.082, -0.167], [-1.980, -0.542, 1.886], [-0.256, 1.427, -1.020], [-0.823, 0.788, 2.086], [2.139, 1.411, -0.182], [-2.826, -0.817, -0.411], [-0.299, -0.884, 2.110], [1.641, 0.751, -1.759]], "forces_ev_per_angstrom": [[-0.269, -0.275, 0.188], [0.276, -0.215, -0.706], [-0.615, 0.053, -0.419], [-0.337, -0.731, 0.301], [0.074, -0.378, 0.901], [0.733, -0.124, 0.420], [0.273, 0.854, -0.522], [0.340, 0.003, -0.204], [0.090, -0.004, 0.598], [-0.141, -0.084, 0.030], [-0.067, 0.080, -0.052], [-0.523, 0.353, -0.102], [-0.094, 0.197, -0.183], [0.251, 0.068, -0.221], [0.052, -0.108, 0.151], [0.119, 0.093, -0.071], [-0.161, 0.219, -0.111]]}

***

{"formula": "C8H8BrClNOP", "method": "wB97M-V/def2-TZVPD", "homo_ev": -8.559, "e_lumo_ev": -0.43, "charge": 0, "elements": ["Br", "Cl", "P", "O", "N", "C", "C", "C", "C", "C", "C", "C", "C", "H", "H", "H", "H", "H", "H", "H", "H"], "coordinates": [[-2.872, 0.473, -0.909], [-2.198, -3.447, -0.878], [-2.080, -1.957, 0.458], [-3.289, -1.975, 1.256], [-0.750, -1.351, 0.924], [0.495, -1.166, 0.327], [2.870, -0.598, -1.081], [1.697, -1.009, -1.733], [-3.072, 1.104, 0.953], [-2.090, 1.801, 1.519], [1.625, -0.765, 0.944], [2.759, -0.401, 0.314], [0.480, -1.138, -1.081], [3.555, -0.282, 0.989], [-3.973, 0.831, 1.423], [1.814, -1.131, -2.795], [1.624, -0.499, 1.973], [-2.180, 2.239, 2.569], [3.817, -0.387, -1.633], [-1.050, 2.107, 1.054], [-0.470, -1.593, -1.455]], "forces_ev_per_angstrom": [[-0.261, 0.339, 1.073], [0.245, 0.235, -0.288], [1.190, -0.035, 1.364], [-0.756, 0.223, 0.202], [-0.424, -0.738, 0.395], [-2.291, 0.682, -2.624], [0.017, 0.457, 0.853], [0.667, 0.831, -0.684], [2.140, 0.843, -0.792], [1.672, 1.193, 0.244], [-0.486, 0.944, 2.223], [0.867, -1.412, -2.522], [0.231, -2.131, 0.610], [1.367, 0.921, 0.214], [-0.934, -0.386, 0.172], [-0.454, -0.132, -0.363], [-0.337, -0.500, 1.046], [-0.255, -0.954, -1.460], [-1.029, -0.371, 0.511], [-2.467, -0.967, 0.571], [1.298, 0.957, -0.745]]}

***

{"formula": "CHFNPS2", "method": "wB97M-V/def2-TZVPD", "homo_ev": [-10.189, -10.080], "relative_energy_kcal_mol": 55.10, "e_lumo_ev": [-2.97, -3.43], "charge": 0, "elements": ["S", "S", "P", "F", "N", "C", "H"], "coordinates": [[0.150, -1.742, 0.438], [-2.134, -0.113, 1.089], [0.669, -0.759, -1.377], [2.332, -0.711, -1.432], [0.410, 1.971, -0.334], [0.523, 0.872, -0.655], [-1.951, 0.482, 2.271]], "forces_ev_per_angstrom": [[-0.767, 0.746, 0.032], [0.626, -0.832, -0.529], [1.531, 0.095, 0.226], [-1.602, -0.313, 0.304], [0.083, -0.090, 0.018], [-0.254, 0.385, -0.227], [0.382, 0.010, 0.177]]}

***

{"formula": "C4H7NO2", "method": "wB97M-V/def2-TZVPD", "homo_ev": -8.821, "relative_energy_kcal_mol": 61.80, "e_lumo_ev": 0.92, "charge": 0, "elements": ["O", "O", "N", "C", "C", "C", "C", "H", "H", "H", "H", "H", "H", "H"], "coordinates": [[1.658, 0.152, -0.421], [0.181, -3.399, 0.935], [-1.127, -0.840, -0.666], [1.248, 2.311, 0.410], [0.761, -2.458, 0.682], [-2.384, -0.734, -0.788], [1.256, 0.991, 0.567], [-2.894, 0.078, -1.317], [0.940, 2.967, 1.216], [0.933, 0.510, 1.493], [-0.631, -0.069, -1.119], [-3.023, -1.498, -0.338], [1.574, 2.747, -0.529], [1.508, -0.759, -0.124]], "forces_ev_per_angstrom": [[0.058, -0.040, 0.060], [0.644, 1.048, -0.256], [-0.429, 0.151, -0.128], [0.027, -0.112, -0.013], [-0.640, -1.278, 0.362], [0.176, -0.069, 0.049], [-0.063, 0.275, 0.110], [0.127, -0.070, 0.050], [0.017, -0.147, -0.096], [0.069, 0.097, -0.155], [-0.070, -0.054, 0.025], [0.075, 0.078, -0.046], [-0.034, -0.005, 0.129], [0.044, 0.127, -0.091]]}

***

{"formula": "C8H8O2S2", "method": "wB97M-V/def2-TZVPD", "homo_ev": [-8.293, -8.297], "relative_energy_kcal_mol": 150.00, "e_lumo_ev": [-1.01, -1.01], "charge": 0, "elements": ["S", "S", "O", "O", "C", "C", "C", "C", "C", "C", "C", "C", "H", "H", "H", "H", "H", "H", "H", "H"], "coordinates": [[-2.196, -1.784, -0.732], [0.527, -2.423, 0.413], [0.174, -2.008, 1.749], [-3.149, 2.544, 0.532], [2.011, -1.381, -0.115], [-1.696, 0.678, -0.001], [-0.398, 0.427, 0.091], [-2.078, 2.052, 0.338], [0.950, 0.936, 0.284], [-2.727, -0.223, -0.351], [-0.566, -1.604, -0.704], [1.933, 0.089, -0.612], [-3.832, 0.036, -0.244], [1.412, 0.772, 1.212], [-1.235, 2.774, 0.481], [2.581, -1.503, 0.901], [2.856, 0.641, -0.590], [1.151, 1.878, -0.151], [1.785, 0.034, -1.723], [2.499, -1.934, -0.778]], "forces_ev_per_angstrom": [[-0.878, 1.247, 0.525], [0.720, 0.223, -2.784], [-0.390, 0.469, 2.138], [-1.474, -0.572, -0.197], [-0.612, 2.113, 4.638], [-0.791, 1.410, 0.359], [-0.256, -5.028, -2.087], [1.098, 2.031, 0.768], [0.461, -1.594, -3.000], [-0.990, -1.369, 0.131], [1.256, 3.734, 1.712], [-0.883, -1.554, -0.422], [1.762, -0.421, -0.583], [-0.107, 0.253, 1.785], [0.281, -0.628, -0.222], [-0.753, 0.537, -1.737], [0.902, -0.316, 0.641], [-0.487, 1.688, 0.293], [-0.932, 0.340, 0.983], [2.073, -2.565, -2.941]]}